Molecular formula: C19H52Br2O15
Method: DFT, ωB97M-V/def2-TZVPD

Output
LUMO ... 0.0810 eV
F_max ... 3.13 eV/A
Frontier orbital gap ... 9.8 eV
E_HOMO ... -9.71 eV

Last column: Löwdin charge in e.
Positions of all 88 atoms, in Å:
C (2.4674, -0.5217, -1.7911)  -0.09
C (3.8065, 0.2658, -1.7720)  -0.70
Br (5.0437, -0.1022, -3.2274)  0.69
C (4.1105, 1.1618, -0.8191)  -0.63
Br (5.8012, 2.1290, -0.9197)  0.70
C (3.1602, 1.4070, 0.3418)  -0.25
O (2.6412, 2.7580, 0.5509)  0.07
C (1.9458, 2.5813, 1.7431)  -0.51
O (1.0946, 3.2512, 2.1567)  0.19
O (2.3954, 1.4534, 2.4441)  0.06
C (3.6763, 1.1948, 1.8029)  -0.22
C (4.4278, -0.1037, 2.1801)  -0.04
C (4.0148, -1.3373, 1.3373)  -0.23
O (2.9904, -1.8976, 1.6142)  0.05
H (1.6840, 0.2381, -1.5911)  0.09
H (2.4349, -1.2861, -0.9944)  0.06
H (2.3016, -0.9261, -2.8035)  0.07
H (2.2093, 0.8274, 0.3568)  0.16
H (4.2828, 2.0557, 2.1519)  0.16
H (5.5116, 0.0752, 2.0017)  0.13
H (4.2603, -0.3456, 3.2519)  0.14
H (4.6365, -1.6719, 0.4730)  0.14
C (0.2845, 6.0245, 0.1316)  -0.15
O (-0.6088, 4.9658, 0.4477)  -0.14
H (-0.0023, 6.4434, -0.8311)  0.08
H (0.2267, 6.8048, 0.8951)  0.08
H (1.3079, 5.6445, 0.0686)  0.07
H (-0.3372, 4.6091, 1.3025)  0.03
C (-0.3406, -3.6039, -0.2270)  -0.13
O (0.7762, -2.7215, -0.1895)  -0.14
H (-0.6757, -3.6972, -1.2597)  0.06
H (-0.0518, -4.5890, 0.1471)  0.08
H (-1.1544, -3.2028, 0.3812)  0.08
H (1.0566, -2.6464, 0.7295)  0.04
C (-2.2017, -3.1646, -4.0232)  -0.15
O (-1.0694, -2.2951, -4.0123)  -0.14
H (-2.5711, -3.2466, -5.0440)  0.08
H (-1.9122, -4.1549, -3.6640)  0.08
H (-2.9864, -2.7552, -3.3880)  0.08
H (-0.7625, -2.2386, -3.1007)  0.06
C (-1.9931, 0.9806, -4.3980)  -0.16
O (-2.7885, -0.0366, -4.9866)  -0.13
H (-2.6297, 1.8328, -4.1640)  0.08
H (-1.5378, 0.6051, -3.4766)  0.07
H (-1.2144, 1.2919, -5.0976)  0.06
H (-2.1986, -0.7755, -5.1816)  0.04
C (1.4038, 0.5400, -7.3657)  -0.16
O (1.0955, 0.2235, -6.0133)  -0.14
H (1.5741, 1.6121, -7.4396)  0.08
H (2.3069, 0.0095, -7.6787)  0.07
H (0.5696, 0.2624, -8.0153)  0.08
H (0.9481, -0.7282, -5.9697)  0.07
C (-2.9084, 1.8917, 0.5535)  -0.14
O (-1.8631, 1.5212, 1.4449)  -0.14
H (-3.7795, 1.2697, 0.7518)  0.08
H (-3.1695, 2.9408, 0.7109)  0.07
H (-2.5838, 1.7392, -0.4784)  0.08
H (-1.1074, 2.0865, 1.2462)  0.05
C (-2.5787, 4.2478, 3.6728)  -0.14
O (-1.7210, 3.5215, 4.5456)  -0.13
H (-3.4385, 4.6019, 4.2391)  0.08
H (-2.0406, 5.1049, 3.2582)  0.08
H (-2.9210, 3.5955, 2.8666)  0.06
H (-0.9696, 3.2193, 4.0222)  0.06
C (5.0545, -4.4211, 3.1150)  -0.15
O (6.0355, -3.9229, 2.2086)  -0.13
H (4.2311, -3.7119, 3.1618)  0.06
H (4.6811, -5.3852, 2.7619)  0.08
H (5.4928, -4.5333, 4.1099)  0.08
H (6.7515, -4.5660, 2.1829)  0.07
C (-1.8561, -1.1830, 3.6282)  -0.14
O (-0.9053, -2.0841, 3.0609)  -0.13
H (-2.7633, -1.7353, 3.8666)  0.08
H (-1.4502, -0.7461, 4.5442)  0.08
H (-2.0934, -0.3917, 2.9152)  0.05
H (-0.1138, -1.5722, 2.8609)  0.06
C (-3.0078, 2.0156, 6.9220)  -0.17
O (-3.7017, 1.5870, 8.0927)  -0.13
H (-2.0899, 1.4386, 6.8365)  0.08
H (-3.6244, 1.8434, 6.0368)  0.07
H (-2.7593, 3.0752, 6.9998)  0.07
H (-4.5096, 2.1065, 8.1533)  0.07
C (-5.6201, -4.5190, -4.5921)  -0.15
O (-5.0414, -4.2239, -3.3255)  -0.14
H (-4.8308, -4.5193, -5.3411)  0.07
H (-6.0932, -5.5040, -4.5680)  0.08
H (-6.3615, -3.7595, -4.8517)  0.08
H (-5.7539, -4.2278, -2.6777)  0.08

***

Molecular formula: C5H16N2O
Method: DFT, ωB97M-V/def2-TZVPD

Output
Relative energy (zero: lowest compared OMol25 entry of this formula, charge and spin) ... 83.2 kJ/mol
LUMO ... 0.7150 eV
F_max ... 1.20 eV/A
Frontier orbital gap ... 9.3 eV
E_HOMO ... -8.57 eV

Last column: Löwdin charge in e.
Positions of all 24 atoms, in Å:
C (-2.4543, -1.0424, -0.9186)  -0.10
C (-1.3758, -0.5202, 0.0306)  -0.29
N (-0.2154, -1.4250, 0.1865)  -0.06
C (1.1160, -0.8761, -0.0108)  -0.26
C (1.7839, -0.2651, 1.2074)  -0.20
C (1.0384, 0.9321, 1.7791)  -0.28
N (0.9736, 2.0795, 0.8648)  0.00
H (-3.2825, -1.5850, -0.4701)  0.06
H (-2.8069, -0.1795, -1.4896)  0.06
H (-2.0145, -1.7361, -1.6421)  0.07
H (-0.9948, 0.4208, -0.3542)  0.07
H (-1.8251, -0.3268, 1.0091)  0.11
H (-0.2711, -1.8189, 1.1184)  0.10
H (1.7823, -1.6554, -0.3940)  0.11
H (1.0489, -0.1900, -0.8480)  0.09
H (1.8454, -1.0578, 1.9635)  0.11
H (2.8295, -0.0443, 0.9791)  0.11
H (0.0339, 0.6686, 2.1076)  0.10
H (1.5141, 1.3647, 2.6636)  0.10
H (1.8739, 2.3008, 0.4679)  0.06
H (0.2653, 2.0351, 0.1486)  0.04
O (-0.2133, 1.1641, -2.4861)  -0.05
H (-0.7596, 0.3737, -2.5510)  0.03
H (0.1084, 1.3831, -3.3617)  0.04

***

Molecular formula: C34H38CsN6O2
Method: DFT, ωB97M-V/def2-TZVPD

Output
Relative energy (zero: lowest compared OMol25 entry of this formula, charge and spin) ... 2.7 kJ/mol
LUMO ... -2.1405 eV
F_max ... 1.07 eV/A
Frontier orbital gap ... 8.3 eV
Net charge ... +1
E_HOMO ... -10.44 eV

Last column: Löwdin charge in e.
Positions of all 81 atoms, in Å:
Cs (-1.6910, -0.4633, 1.0176)  1.07
C (-3.4224, 3.2514, 4.2299)  -0.03
O (-2.7344, 2.2298, 4.9432)  -0.01
C (-2.4028, 1.1261, 4.2687)  -0.59
O (-2.5970, 0.9294, 3.0878)  -0.22
N (-1.7871, 0.2592, 5.1100)  0.00
N (-1.6733, -1.0907, 4.7567)  0.05
H (-4.0848, 3.7393, 4.9427)  0.10
H (-3.9974, 2.8147, 3.4116)  0.10
H (-2.7101, 3.9767, 3.8358)  0.09
H (-1.7765, 0.5329, 6.0895)  0.16
H (-2.3674, -1.6561, 5.2466)  0.10
H (-0.7445, -1.4312, 4.9863)  0.08
C (0.7036, -4.9495, -0.7192)  -0.04
C (0.0310, -3.9332, -0.0298)  -0.14
N (-0.7181, -3.0248, -0.6094)  0.06
C (-0.8541, -3.0624, -1.9434)  -0.17
C (-0.2109, -4.0430, -2.7385)  -0.14
C (0.5807, -5.0019, -2.0852)  0.00
C (-0.3741, -4.0503, -4.1515)  -0.02
C (-1.1438, -3.1213, -4.7605)  -0.01
C (-1.8138, -2.1207, -4.0011)  -0.14
C (-2.6175, -1.1446, -4.6127)  0.00
C (-3.2433, -0.2038, -3.8340)  -0.04
C (-3.0512, -0.2557, -2.4492)  -0.15
N (-2.3071, -1.1517, -1.8446)  0.01
C (-1.6858, -2.0795, -2.5914)  -0.16
H (1.3067, -5.6646, -0.1806)  0.11
H (0.1192, -3.8605, 1.0486)  0.11
H (1.0806, -5.7627, -2.6685)  0.12
H (0.1296, -4.8172, -4.7213)  0.12
H (-1.2657, -3.1150, -5.8337)  0.12
H (-2.7259, -1.1515, -5.6887)  0.12
H (-3.8688, 0.5598, -4.2709)  0.11
H (-3.5298, 0.4824, -1.8164)  0.11
C (3.0077, -1.9321, -0.9843)  -0.03
C (3.1069, -2.0669, 0.5017)  -0.22
C (3.7860, -3.1121, 1.1043)  -0.05
C (3.8538, -3.2091, 2.4842)  -0.08
C (3.2294, -2.2588, 3.2723)  -0.05
C (2.5468, -1.1939, 2.7020)  -0.22
C (1.8540, -0.1630, 3.5450)  -0.03
C (2.5054, -1.0918, 1.3074)  -0.24
N (1.8119, -0.0652, 0.6826)  0.15
C (2.3055, 1.0811, 0.4649)  -0.25
C (3.6853, 1.4961, 0.8917)  0.01
C (1.4731, 2.0610, -0.2746)  -0.26
C (2.1546, 3.2750, -0.8371)  0.01
N (0.2386, 1.8121, -0.3979)  0.12
C (-0.6790, 2.6190, -1.0560)  -0.24
C (-1.4486, 3.5189, -0.3069)  -0.21
C (-1.1860, 3.6826, 1.1595)  -0.02
C (-2.4632, 4.2236, -0.9334)  -0.04
C (-2.7127, 4.0620, -2.2856)  -0.07
C (-1.9310, 3.1915, -3.0241)  -0.05
C (-0.9214, 2.4522, -2.4257)  -0.22
C (-0.1069, 1.4675, -3.2115)  -0.02
H (3.4111, -2.8081, -1.4825)  0.08
H (3.5574, -1.0567, -1.3284)  0.08
H (1.9640, -1.8019, -1.2704)  0.07
H (4.2795, -3.8487, 0.4871)  0.11
H (4.3942, -4.0257, 2.9418)  0.11
H (3.2925, -2.3287, 4.3492)  0.11
H (1.7240, -0.5239, 4.5633)  0.08
H (0.8795, 0.0791, 3.1191)  0.05
H (2.4409, 0.7545, 3.5918)  0.09
H (4.1602, 0.6952, 1.4565)  0.09
H (3.6440, 2.3883, 1.5152)  0.09
H (4.3083, 1.7203, 0.0285)  0.09
H (2.9752, 2.9808, -1.4896)  0.09
H (2.5707, 3.8893, -0.0398)  0.09
H (1.4480, 3.8748, -1.4090)  0.09
H (-0.1161, 3.7162, 1.3587)  0.08
H (-1.6036, 2.8366, 1.7088)  0.06
H (-1.6413, 4.5993, 1.5273)  0.08
H (-3.0531, 4.9186, -0.3532)  0.11
H (-3.5108, 4.6139, -2.7601)  0.11
H (-2.0976, 3.0832, -4.0871)  0.11
H (-0.5983, 1.2329, -4.1533)  0.08
H (0.0255, 0.5485, -2.6387)  0.07
H (0.8822, 1.8683, -3.4371)  0.09

***

Molecular formula: CH4NP
Method: DFT, ωB97M-V/def2-TZVPD

Output
Relative energy (zero: lowest compared OMol25 entry of this formula, charge and spin) ... 276.1 kJ/mol
LUMO (alpha / beta) ... -0.4430 / -0.3874 eV
F_max ... 1.83 eV/A
Frontier orbital gap (alpha / beta) ... 7.2 / 8.7 eV
E_HOMO (alpha / beta) ... -7.61 / -9.12 eV

Last column: Löwdin charge in e.
Positions of all 7 atoms, in Å:
C (0.7373, -0.2607, -0.9518)  0.05
N (-1.9387, 0.1559, 3.1777)  -0.50
P (-1.3295, -1.2238, 2.8590)  0.56
H (1.6565, -0.3224, -1.6038)  0.00
H (-0.0587, -0.7330, -1.4928)  -0.04
H (0.7750, -0.1460, 0.1440)  -0.03
H (-2.6963, 0.5298, 2.5762)  -0.05

***

no.,energy (a.u.)
1,-7031.5150
2,-384.8264
3,-1817.4647
4,-436.4588